Density functional theory data (ωB97M-V with the def2-TZVPD basis set) for 2 unconnected molecules or ions with the total composition C4H9O2 at a distorted geometry.

The geometry in XYZ format:
```
15
C4H9O2 | OMol25 | ωB97M-V with the def2-TZVPD basis set
C -1.070 -1.721 0.495
C -1.415 -0.800 1.686
O -1.832 0.346 1.389
O -1.222 -1.313 2.803
H -1.556 -2.699 0.653
H -0.001 -1.911 0.416
H -1.408 -1.353 -0.487
C 1.270 0.973 -1.579
C 0.864 1.393 -0.177
H 0.884 -0.028 -1.785
H 0.869 1.705 -2.282
H 2.355 0.925 -1.705
H 1.173 0.681 0.587
H -0.213 1.447 -0.091
H 1.304 2.354 0.076
```

Results
charge: -1
ΔE to the lowest compared entry with this formula, charge and spin: 10.72 kJ/mol
HOMO energy: -3.900 eV
electronic energy: -308.3408 hartree
strongest force on any atom: 0.0212 Eh/bohr
HOMO-LUMO gap: 0.287 Eh
E_LUMO: 3.922 eV

The net atomic charges from natural (NBO), expressed in e, are: -0.74 0.76 -0.80 -0.79 0.20 0.19 0.18 -0.60 -0.61 0.20 0.19 0.18 0.21 0.25 0.18

Density functional theory data (ωB97M-V with the def2-TZVPD basis set) for a gas-phase ion, C4H9O2 (charge +1) at a distorted geometry.

The geometry in XYZ format:
```
15
C4H9O2 | OMol25 | ωB97M-V with the def2-TZVPD basis set
C 0.355 0.483 -0.486
C 1.142 1.234 -1.430
C 0.626 -1.776 0.706
C -1.914 0.418 0.795
O 0.955 -0.686 -0.119
O -0.666 1.045 -0.054
H 1.966 0.648 -1.722
H 0.620 1.490 -2.417
H 1.382 2.149 -0.919
H 0.714 -1.326 1.646
H 1.414 -2.508 0.628
H -0.368 -2.221 0.656
H -1.406 0.123 1.694
H -2.581 1.308 0.810
H -2.239 -0.381 0.211
```

Results
charge: +1
ΔE to the lowest compared entry with this formula, charge and spin: 86.38 kJ/mol
HOMO energy: -16.561 eV
electronic energy: -307.9589 hartree
strongest force on any atom: 0.0883 Eh/bohr
HOMO-LUMO gap: 0.459 Eh
E_LUMO: -4.080 eV

The net atomic charges from natural (NBO), expressed in e, are: 0.90 -0.72 -0.26 -0.19 -0.46 -0.44 0.27 0.29 0.28 0.20 0.24 0.21 0.22 0.26 0.21

Density functional theory data (ωB97M-V with the def2-TZVPD basis set) for 2 unconnected molecules or ions with the total composition C4H9O2P at a distorted geometry.

The geometry in XYZ format:
```
16
C4H9O2P | OMol25 | ωB97M-V with the def2-TZVPD basis set
C 0.982 4.371 0.905
C 0.907 -0.587 1.185
C -1.194 -0.427 -0.348
C -0.030 0.329 0.354
O -0.003 4.410 0.372
O 2.020 4.440 1.440
P 0.894 1.425 -0.859
H 0.403 -0.760 2.109
H 0.874 -1.570 0.684
H 1.868 -0.033 1.316
H -0.595 -0.842 -1.196
H -1.784 0.333 -0.994
H -1.893 -0.974 0.328
H -0.340 1.010 1.151
H -0.350 1.913 -1.439
H 1.175 0.467 -1.752
```

Results
ΔE to the lowest compared entry with this formula, charge and spin: 191.97 kJ/mol
HOMO energy: -9.477 eV
electronic energy: -649.6188 hartree
strongest force on any atom: 0.1035 Eh/bohr
HOMO-LUMO gap: 0.372 Eh
E_LUMO: 0.653 eV

The net atomic charges from natural (NBO), expressed in e, are: 1.03 -0.62 -0.64 -0.46 -0.50 -0.53 0.28 0.21 0.21 0.22 0.22 0.21 0.23 0.21 -0.02 -0.05

Which of these has the lowest strongest force on any atom?
number 1

Copy entry 2 word for word.
Density functional theory data (ωB97M-V with the def2-TZVPD basis set) for a gas-phase ion, C4H9O2 (charge +1) at a distorted geometry.

The geometry in XYZ format:
```
15
C4H9O2 | OMol25 | ωB97M-V with the def2-TZVPD basis set
C 0.355 0.483 -0.486
C 1.142 1.234 -1.430
C 0.626 -1.776 0.706
C -1.914 0.418 0.795
O 0.955 -0.686 -0.119
O -0.666 1.045 -0.054
H 1.966 0.648 -1.722
H 0.620 1.490 -2.417
H 1.382 2.149 -0.919
H 0.714 -1.326 1.646
H 1.414 -2.508 0.628
H -0.368 -2.221 0.656
H -1.406 0.123 1.694
H -2.581 1.308 0.810
H -2.239 -0.381 0.211
```

Results
charge: +1
ΔE to the lowest compared entry with this formula, charge and spin: 86.38 kJ/mol
HOMO energy: -16.561 eV
electronic energy: -307.9589 hartree
strongest force on any atom: 0.0883 Eh/bohr
HOMO-LUMO gap: 0.459 Eh
E_LUMO: -4.080 eV

The net atomic charges from natural (NBO), expressed in e, are: 0.90 -0.72 -0.26 -0.19 -0.46 -0.44 0.27 0.29 0.28 0.20 0.24 0.21 0.22 0.26 0.21

Which formula does entry 2 have?
C4H9O2